Entry P
Entry from OMol25: a cluster of 4 separate species, H9O4 in total (wB97M-V/def2-TZVPD).

Values from the calculation:
HOMO level in eV: -16.5
Lowest unoccupied orbital energy in hartree: -0.114

ORCA input file:
```
! wB97M-V def2-TZVPD RIJCOSX def2/J DEFGRID3
* xyz 1 1
O -1.2898 -0.0773 -2.0913
H -1.7529 0.6263 -2.5558
H -1.1376 -0.7581 -2.7701
O 2.4126 -1.1437 0.2870
H 2.6913 -1.3262 1.1929
H 2.8800 -1.7940 -0.2453
O -1.1681 1.3108 1.8371
H -1.4829 1.0494 2.7082
H -1.6546 2.1125 1.5974
O 0.1905 0.0759 -0.0312
H 0.9803 -0.5347 0.1044
H -0.2442 0.3894 0.8143
H -0.4245 0.0697 -0.8476
*
```

Entry Q
Entry from OMol25: a cluster of 4 separate species, H9O4 in total (wB97M-V/def2-TZVPD).

Values from the calculation:
HOMO level in eV: -16.5
Lowest unoccupied orbital energy in hartree: -0.111

ORCA input file:
```
! wB97M-V def2-TZVPD RIJCOSX def2/J DEFGRID3
* xyz 1 1
O 0.8420 -1.5187 -1.8281
H 0.3692 -1.6012 -2.6371
H 1.7247 -1.9079 -1.8392
O -0.9187 -0.8962 2.1275
H -0.8968 -0.7109 3.0466
H -1.5842 -1.5542 1.9910
O -0.0695 2.4408 -0.4282
H 0.6430 2.8448 0.0792
H -0.7380 3.1236 -0.5088
O 0.2102 -0.0706 0.0017
H -0.1274 -0.3923 0.8846
H 0.1594 0.8953 -0.0507
H 0.3860 -0.6525 -0.8386
*
```

Entry R
Entry from OMol25: a cluster of 4 separate species, H9O4 in total (wB97M-V/def2-TZVPD).

Values from the calculation:
HOMO level in eV: -16.2
Lowest unoccupied orbital energy in hartree: -0.126

ORCA input file:
```
! wB97M-V def2-TZVPD RIJCOSX def2/J DEFGRID3
* xyz 1 1
O 0.6060 0.7451 -0.7066
H 1.2976 1.4149 -0.7975
H 1.0243 -0.0655 -1.1121
H 0.1308 0.4950 0.5263
O 2.4113 -1.2263 -0.8827
H 2.4423 -1.7648 -1.6704
H 3.2948 -0.8817 -0.7487
O -0.4395 0.4153 1.4922
H -0.4950 1.3051 1.8447
H -1.3947 0.2476 1.0875
O -2.7760 -0.2527 0.6770
H -3.3948 0.4194 0.3485
H -2.7069 -0.8514 -0.0583
*
```

Stability check: which of them is least stable? entry R.

Entry P
Entry from OMol25: a cluster of 4 separate species, H9O4 in total (wB97M-V/def2-TZVPD).

Values from the calculation:
HOMO level in eV: -16.7
Lowest unoccupied orbital energy in hartree: -0.117

ORCA input file:
```
! wB97M-V def2-TZVPD RIJCOSX def2/J DEFGRID3
* xyz 1 1
O 0.3043 0.4735 -0.6509
H -0.2031 0.9744 0.0820
H 1.0864 0.0179 -0.1976
H -0.3382 -0.2744 -0.8436
O -1.4863 -1.3834 -0.9103
H -1.9991 -1.4851 -1.7294
H -1.7693 -2.1063 -0.3490
O 2.2984 -0.7106 0.4469
H 2.8696 -0.3201 1.1051
H 2.8394 -1.3872 0.0063
O -1.1223 1.6538 1.0458
H -0.9064 1.8716 1.9577
H -1.4028 2.4746 0.6209
*
```

Entry Q
Entry from OMol25: a cluster of 4 separate species, H9O4 in total (wB97M-V/def2-TZVPD).

Values from the calculation:
HOMO level in eV: -15.5
Lowest unoccupied orbital energy in hartree: -0.138

ORCA input file:
```
! wB97M-V def2-TZVPD RIJCOSX def2/J DEFGRID3
* xyz 1 1
O 0.7286 0.2141 -0.6434
H 0.1707 -0.4047 -1.1475
H 0.1803 1.0147 -0.5891
H 0.5809 -0.2646 0.5835
O 0.1058 -0.5497 1.5834
H -0.5162 0.1625 1.7253
H 0.8065 -0.4423 2.2504
O -0.1804 2.3153 1.0220
H -0.6836 2.8673 0.4007
H -0.2309 2.8942 1.7971
O 0.0070 -2.4327 -2.1653
H -0.6443 -3.0127 -1.7504
H -0.3245 -2.3614 -3.0667
*
```

Entry R
Entry from OMol25: a cluster of 4 separate species, H9O4 in total (wB97M-V/def2-TZVPD).

Values from the calculation:
HOMO level in eV: -16.5
Lowest unoccupied orbital energy in hartree: -0.127

ORCA input file:
```
! wB97M-V def2-TZVPD RIJCOSX def2/J DEFGRID3
* xyz 1 1
O 0.2372 0.3754 -0.7005
H 0.5920 0.9680 0.0234
H 0.6242 -0.6379 -0.8009
H -0.7481 0.4661 -0.4205
O -2.2218 0.1980 -0.0582
H -2.4298 0.9268 0.5480
H -2.9856 0.2746 -0.5872
O 1.0324 -1.9377 -0.8909
H 1.0884 -2.2286 -1.8115
H 0.2815 -2.3322 -0.4270
O 1.2736 1.5197 1.4983
H 2.1162 1.1549 1.2131
H 1.1398 1.2530 2.4139
*
```

Stability check: which of them is least stable? entry Q.

Entry P
Entry from OMol25: a structure of composition C4H12N4O (wB97M-V/def2-TZVPD).

Values from the calculation:
HOMO level in eV: -9.4
Lowest unoccupied orbital energy in hartree: 0.032

ORCA input file:
```
! wB97M-V def2-TZVPD RIJCOSX def2/J DEFGRID3
* xyz 0 1
C -1.2852 -0.6191 -0.0078
C 0.2486 -0.5209 -0.0936
C -1.7072 -2.0686 0.2171
N 0.7236 0.8232 -0.4367
C 2.4896 1.1055 0.1945
N 0.6406 1.2219 -1.7970
N 2.1032 1.9465 1.0554
N -1.8662 0.2164 1.0382
O 3.2560 0.4860 -0.4561
H -1.7167 -0.2807 -0.9583
H -0.2693 0.9866 -2.1889
H 1.3567 0.7066 -2.3072
H 0.5757 1.6464 0.3597
H 2.7069 2.5300 1.6096
H -1.6003 1.1885 0.9276
H -1.5463 -0.0884 1.9521
H 0.6723 -0.7706 0.8848
H 0.6539 -1.2210 -0.8306
H -1.3720 -2.7052 -0.6012
H -2.7906 -2.1322 0.2955
H -1.2733 -2.4510 1.1429
*
```

Entry Q
Entry from OMol25: a cluster of 2 separate species, C4H12N4O in total (wB97M-V/def2-TZVPD).

Values from the calculation:
HOMO level (spin up / spin down) in eV: -7.6 / -7.6
Lowest unoccupied orbital energy (spin up / spin down) in hartree: 0.019 / 0.019
SMILES string: NC(N)=NO.C/C=N/C

ORCA input file:
```
! wB97M-V def2-TZVPD RIJCOSX def2/J DEFGRID3
* xyz 0 1
C 2.2868 0.9912 0.0841
C 0.2817 -1.3556 -1.9292
C 0.5836 -0.1080 -1.1427
N 1.4834 -0.1634 -0.1904
H 0.5197 0.8065 -1.7494
H 2.8771 1.2738 -0.7994
H 1.6572 1.8474 0.3510
H 2.9582 0.7754 0.9155
H 0.3626 -2.2389 -1.2989
H -0.7216 -1.2879 -2.3529
H 0.9889 -1.4665 -2.7523
C -1.0693 -0.0373 0.6460
N -0.6845 -1.2685 1.1935
N -2.4364 -0.0043 0.3614
O -1.2648 1.7299 2.0874
N -0.4485 1.0639 1.1351
H -0.7898 2.5553 2.2393
H 0.3308 -1.3337 1.2035
H -1.0654 -2.0572 0.6876
H -3.0086 -0.6413 0.8976
H -2.8412 0.9193 0.4132
*
```

Stability check: which of them is least stable? entry Q.

Entry P
Entry from OMol25: an isolated molecule of C4H12N4O (wB97M-V/def2-TZVPD).

Values from the calculation:
HOMO level (spin up / spin down) in eV: -8.0 / -8.0
Lowest unoccupied orbital energy (spin up / spin down) in hartree: -0.016 / -0.016

ORCA input file:
```
! wB97M-V def2-TZVPD RIJCOSX def2/J DEFGRID3
* xyz 0 1
C -0.8750 1.0276 -0.2414
C -1.9962 0.0451 0.0558
C -0.6489 1.2150 -1.7471
N 0.4713 0.6479 0.3163
O 1.1280 1.5697 0.7763
H -1.0870 1.9934 0.2245
H -1.7458 -0.9440 -0.3179
H -2.1932 -0.0145 1.1261
H -0.3907 0.2590 -2.1978
H 0.1480 1.9349 -1.9326
H -1.5650 1.6052 -2.1907
H -2.8976 0.3964 -0.4487
C 1.1122 -0.9592 0.3175
N 2.4950 -0.9104 0.5460
N 0.3961 -0.9079 1.7843
N 0.5492 -1.7252 -0.5586
H 3.0118 -0.8244 -0.3187
H 2.7797 -0.2080 1.2146
H -0.4987 -1.3752 1.8113
H 0.6636 -0.3073 2.5565
H 1.1431 -2.5181 -0.7758
*
```

Entry Q
Entry from OMol25: a cluster of 2 separate species, C4H12N4O in total (wB97M-V/def2-TZVPD).

Values from the calculation:
HOMO level in eV: -9.0
Lowest unoccupied orbital energy in hartree: 0.033
SMILES string: CN(C)C(N)=O.[H]/N=C\N

ORCA input file:
```
! wB97M-V def2-TZVPD RIJCOSX def2/J DEFGRID3
* xyz 0 1
C -0.6839 1.2753 1.2999
C 0.2556 -0.9823 1.6631
N -0.5002 -0.0768 0.8237
C -1.2234 -0.5081 -0.2734
N -1.1851 -1.8668 -0.5067
O -1.9174 0.2496 -0.9331
H -1.5950 -2.1221 -1.3920
H -0.3429 -2.3699 -0.2836
H 0.2840 1.7828 1.3530
H -1.1340 1.2835 2.2945
H -1.3385 1.7940 0.6025
H 1.1608 -1.3182 1.1462
H 0.5611 -0.4630 2.5688
H -0.3441 -1.8493 1.9429
N 0.6817 1.3873 -1.9211
C 1.1834 0.1818 -1.5205
N 2.1818 -0.0698 -0.7839
H 0.8943 2.1797 -1.3309
H -0.2482 1.3941 -2.3127
H 2.6085 0.7635 -0.3775
H 0.7014 -0.6653 -2.0593
*
```

Stability check: which of them is least stable? entry P.

Entry P
Entry from OMol25: an isolated molecule of C5H3F (wB97M-V/def2-TZVPD).

Values from the calculation:
HOMO level in eV: -8.5
Lowest unoccupied orbital energy in hartree: 0.006
SMILES string: FC1=C2[C@H]3C[C@@]123

ORCA input file:
```
! wB97M-V def2-TZVPD RIJCOSX def2/J DEFGRID3
* xyz 0 1
C -0.5866 -1.0727 -0.5737
C -1.5541 -0.0475 0.1874
C 0.9394 0.5869 -0.2188
C 0.5898 -0.8029 0.3818
C -0.2517 0.3434 0.5695
F -2.6489 0.5219 -0.1346
H 1.5992 1.3280 0.1178
H 0.6487 0.6888 -1.3621
H 1.2642 -1.5459 1.0327
*
```

Entry Q
Entry from OMol25: an isolated molecule of C5H3F (wB97M-V/def2-TZVPD).

Values from the calculation:
HOMO level in eV: -8.6
Lowest unoccupied orbital energy in hartree: 0.021
SMILES string: C=C=C1C=C1F

ORCA input file:
```
! wB97M-V def2-TZVPD RIJCOSX def2/J DEFGRID3
* xyz 0 1
C -0.2412 -0.1461 -0.3159
C -1.4884 -0.8783 0.1146
C 0.8525 0.2863 0.1813
C 1.6439 1.2833 0.6162
C -0.9746 -1.1868 -1.0995
F -2.6104 -1.0309 0.8256
H 2.5237 1.1761 1.3354
H 1.4359 2.2410 0.3273
H -1.1415 -1.7447 -1.9848
*
```

Stability check: which of them is least stable? entry P.

Entry P
Entry from OMol25: a cluster of 10 separate species, C33H43N9O6S in total (wB97M-V/def2-TZVPD).

Values from the calculation:
HOMO level in eV: -2.9
Lowest unoccupied orbital energy in hartree: 0.161

ORCA input file:
```
! wB97M-V def2-TZVPD RIJCOSX def2/J DEFGRID3
* xyz -2 1
S -0.4285 0.6629 0.6209
O 0.9899 1.0333 0.9687
O -0.8586 -0.5952 1.2676
O -1.1982 1.6747 1.1175
O -0.4871 0.5598 -0.8084
N -2.0000 -1.4790 -2.8887
C -3.3853 -1.7554 -2.8350
C -3.7321 -2.6843 -4.0333
C -2.3207 -3.0161 -4.5971
C -1.3153 -2.1618 -3.9090
H -1.6203 -0.8039 -2.2339
H -4.0825 -1.3546 -2.0879
H -4.7039 -2.9182 -4.1539
H -2.2918 -3.8318 -5.3821
H -0.2377 -2.0571 -4.0537
N 2.4269 3.9503 0.5061
C 2.7014 4.9627 1.4583
C 3.7373 5.9225 0.8141
C 3.8696 5.5180 -0.6056
C 3.0036 4.1953 -0.7967
H 1.7437 3.0692 0.5291
H 1.9780 5.0988 2.2635
H 4.1653 6.7635 1.2746
H 4.5010 5.9052 -1.3272
H 2.7728 3.6678 -1.6163
N 3.4932 0.5787 1.4487
C 3.9185 0.7053 2.7427
C 5.4101 0.5406 2.8455
C 5.9982 0.4873 1.4803
C 4.6741 0.3824 0.6012
H 2.5172 0.8959 0.9391
H 3.2131 0.9657 3.4897
H 6.0056 0.6055 3.7265
H 7.0154 0.3335 1.2435
H 4.4864 0.4774 -0.5997
N 0.4733 1.4220 -3.9279
C -0.2426 1.7565 -4.9801
C 0.7718 1.8630 -6.1767
C 2.1770 1.6126 -5.4784
C 1.7787 1.4190 -3.9683
H -0.0659 1.0466 -3.0828
H -1.2597 2.0073 -4.8536
H 0.6816 2.1646 -7.2894
H 3.0679 1.6106 -5.9164
H 2.3123 1.2776 -2.8964
N -1.3709 -4.0687 -1.6774
C -1.1849 -4.1259 -0.3147
C -0.8197 -5.5265 0.1186
C -0.9027 -6.2549 -1.1457
C -1.1870 -5.3200 -2.3082
H -1.6998 -3.3344 -2.4318
H -1.1091 -3.1875 0.0563
H -0.8253 -5.7756 1.1207
H -1.1197 -7.3368 -1.2720
H -1.3621 -5.5695 -3.2755
N -3.5502 -1.0231 0.5083
C -4.5711 -0.0061 0.4277
C -5.8805 -0.8380 0.3620
C -5.5523 -2.3328 0.4948
C -4.0138 -2.3649 0.6272
H -2.5905 -0.6361 0.7728
H -4.1644 0.9336 0.5255
H -6.8062 -0.4314 0.0665
H -6.1304 -3.1554 0.6018
H -3.3643 -3.2039 0.7648
N -0.0994 -2.1598 3.1805
C -0.9511 -3.0249 4.0375
C -0.0924 -3.3387 5.3286
C 1.0825 -2.4312 5.2206
C 1.0835 -1.7436 3.8503
H -0.5874 -1.6362 2.2917
H -1.9007 -3.4443 3.8305
H -0.3493 -4.1169 6.1305
H 1.7781 -2.3857 5.9699
H 1.6936 -0.9141 3.3519
N -1.7389 4.5187 2.4463
C -0.7733 5.5061 2.6456
C -1.4909 6.3077 3.6721
C -2.7072 5.6897 4.1564
C -2.8182 4.4679 3.3255
H -1.5938 3.7046 1.8797
H 0.1435 5.7509 2.1907
H -0.8982 7.2059 3.9180
H -3.0728 6.1647 5.0526
H -3.4052 3.6212 3.4884
C 1.7493 -1.8626 -1.1331
N 2.7288 -2.9139 -1.5301
O 3.2853 -3.5035 -0.6033
O 2.8735 -3.2591 -2.7224
H 1.8947 -1.0376 -1.3514
H 1.9209 -1.7049 -0.0203
H 0.7961 -2.3813 -1.4674
*
```

Entry Q
Entry from OMol25: a cluster of 10 separate species, C33H43N9O6S in total (wB97M-V/def2-TZVPD).

Values from the calculation:
HOMO level in eV: -3.0
Lowest unoccupied orbital energy in hartree: 0.153

ORCA input file:
```
! wB97M-V def2-TZVPD RIJCOSX def2/J DEFGRID3
* xyz -2 1
S -0.3578 -0.0219 -0.2102
O -0.6138 -1.4389 -0.2412
O -0.3788 0.4661 1.1038
O 0.8242 0.4001 -0.8382
O -1.4588 0.7111 -0.8802
N -2.1368 0.8851 -3.3302
C -3.0068 0.1581 -4.0032
C -2.7408 0.3531 -5.4302
C -1.4738 1.1171 -5.6312
C -1.1618 1.4231 -4.1612
H -1.9568 0.9971 -2.2762
H -4.0818 -0.2689 -3.6972
H -3.6338 0.0791 -6.0432
H -1.0068 1.3501 -6.3552
H -0.4668 1.9091 -3.6762
N 0.3412 -1.1309 2.9298
C 0.7092 -0.7869 4.1988
C 0.9242 -2.0769 4.9698
C 0.7832 -3.1289 3.9628
C 0.4412 -2.4229 2.6728
H 0.0642 -0.4639 2.3048
H 0.8202 0.1591 4.4638
H 1.1412 -2.1979 6.0388
H 0.8932 -4.1979 4.1738
H 0.0242 -2.7449 1.7858
N 0.5062 -3.6419 -0.7792
C 0.0782 -4.8139 -0.4422
C 0.8682 -5.9119 -1.1542
C 1.9722 -5.1779 -1.8552
C 1.7122 -3.6689 -1.5752
H -0.1288 -2.7929 -0.5632
H -0.9388 -5.0509 0.0408
H 0.6892 -6.8649 -0.8652
H 2.7042 -5.7289 -2.2392
H 2.3152 -2.7459 -1.9902
N -3.5208 1.9311 -0.0702
C -4.3158 2.5461 -0.9612
C -5.4878 3.1101 -0.2152
C -5.3068 2.6531 1.2178
C -4.0738 1.8331 1.2258
H -2.5668 1.5321 -0.3552
H -4.0488 2.7561 -1.9092
H -6.4098 3.4701 -0.5512
H -5.9478 2.8041 1.9118
H -3.3458 1.6771 2.0128
N -0.1988 3.2631 2.9538
C -0.9688 3.0561 4.0698
C -0.9058 4.4951 4.8678
C 0.2522 5.1971 4.1428
C 0.5642 4.3781 2.8688
H -0.2078 2.5431 2.0548
H -1.5438 2.1491 4.2598
H -1.4838 4.7481 5.7908
H 0.6672 6.0921 4.3038
H 1.3172 4.7091 2.0918
N 2.5952 3.1631 -0.4252
C 2.6922 4.1531 -1.3812
C 3.6932 5.1141 -0.8652
C 4.1252 4.6491 0.5858
C 3.3712 3.3311 0.7388
H 1.9292 2.3221 -0.5292
H 2.1632 3.7241 -2.4412
H 4.1732 5.9831 -1.4802
H 4.8642 5.1281 1.3108
H 3.2472 2.7061 1.5808
N -2.5648 -2.6989 0.7318
C -3.3398 -3.6339 0.0818
C -4.4778 -4.0619 1.0098
C -4.1808 -3.3459 2.3968
C -2.8958 -2.5419 2.0828
H -1.7458 -2.0129 0.6148
H -3.1798 -3.9449 -1.0152
H -5.1678 -4.7499 0.7408
H -4.7928 -3.4119 3.3248
H -2.4398 -1.8429 2.6358
N 2.3672 -0.1189 -2.9112
C 3.8382 -0.2619 -2.7912
C 4.2912 -0.8379 -4.1812
C 3.1312 -1.2349 -4.9022
C 1.9422 -0.7819 -4.1422
H 1.8342 0.2491 -2.1962
H 4.4262 0.0241 -2.0352
H 5.3232 -1.0059 -4.4242
H 2.9512 -1.4659 -5.9382
H 0.8512 -0.7309 -4.3592
C 3.1352 -1.1779 1.2418
N 4.5272 -1.6239 0.9228
O 4.9132 -2.4509 1.8078
O 5.2342 -1.0169 0.1648
H 2.6462 -0.8409 0.3818
H 3.0772 -0.3859 1.8388
H 2.7042 -2.0429 1.7098
*
```

Stability check: which of them is least stable? entry P.